Entry 1:
DFT (wB97M-V/def2-TZVPD) results for 2 unconnected molecules or ions with the total composition C15H12Cl2OS in a non-equilibrium geometry.

Highest occupied orbital energy   -6.454 eV
Net charge   0
LUMO energy   -3.11 eV
Spin multiplicity   1
Kohn-Sham gap   3.3 eV

```
31
C15H12Cl2OS | the OMol25 dataset | wB97M-V/def2-TZVPD
H 2.1508 -1.2407 5.9517
H -0.9981 -1.8027 1.1042
O -0.6449 1.1746 2.0910
H -0.7877 -1.6692 2.8530
H 3.6944 -0.8762 5.0437
Cl -2.4816 -1.9400 7.0176
C 5.4955 0.0943 4.5488
C 1.9428 1.3112 4.7842
H 3.4259 3.3017 4.0904
S 1.3006 -0.1759 1.1101
H -0.5364 1.9706 5.0109
H 6.0996 -0.7920 4.6545
C 4.0071 2.4021 4.2019
H -2.3904 0.6698 5.9504
C 3.3457 1.2163 4.6049
C 1.1644 -0.8270 5.8938
C -0.2347 0.0749 1.7647
C 0.1199 -1.5485 6.4116
C 0.9576 0.4615 5.3428
H -2.1330 -0.8416 2.0549
C -0.3610 0.9766 5.3862
C 6.1125 1.2792 4.1577
C 4.1431 0.0572 4.7701
H 0.2746 -2.5332 6.8219
C 5.3561 2.4328 3.9874
C -1.3953 0.2576 5.9139
H 1.5394 2.2545 4.4467
Cl 7.7995 1.3171 3.8525
C -1.1668 -1.0167 6.4200
H 5.8463 3.3446 3.6892
C -1.0848 -1.1275 1.9549
```

---

Entry 2:
DFT (wB97M-V/def2-TZVPD) results for 7 unconnected molecules or ions with the total composition C49H107N5O7 in a non-equilibrium geometry.

Highest occupied orbital energy   -8.048 eV
Net charge   0
LUMO energy   0.28 eV
Spin multiplicity   1
ΔE to the lowest compared entry with this formula, charge and spin   4.3443 eV
Structure (SMILES)   CC1(C)CCCC(C)(C)N1O.CC1(C)CCCC(C)(C)N1O.CC1(C)CCCC(C)(C)N1O.CC1(C)CCCC(C)(C)N1O.CC1(C)CCCC(C)(C)N1O.CCO.CCO
Kohn-Sham gap   8.3 eV

```
168
C49H107N5O7 | the OMol25 dataset | wB97M-V/def2-TZVPD
H 3.3678 -1.2296 7.6170
C 3.6737 -3.4605 -4.6394
H 4.3271 -0.1963 2.3588
N -4.1534 1.8569 5.6102
C 0.3795 4.7713 -4.7515
H -1.3804 1.7262 5.1732
H -3.3355 -0.3266 7.5524
H 3.4137 0.1363 6.5559
H 6.3204 -2.4363 -2.6341
H -0.8891 6.5131 -4.0710
H 6.4402 1.5041 6.1514
H -6.8508 -0.1627 6.3453
C -5.3347 -1.6272 -5.0603
H 6.5721 1.5258 3.5191
H 6.5496 -5.2936 -2.8233
H 4.1576 -5.4422 -2.5620
H -5.3846 -0.3236 7.1172
C -7.0234 -3.7032 -2.1700
C -4.7301 2.0429 8.4347
C -5.2731 5.8815 -0.7251
C -6.1701 -1.7730 -0.8159
H -6.2676 6.1600 -1.0736
H 7.2322 -1.9111 4.0446
N 5.8397 -0.0261 5.5407
H -7.4156 -2.2959 -5.0414
C -5.5403 1.6031 6.0771
C 3.2183 -4.6873 -5.4165
H 3.4729 6.3422 -3.1815
H 5.8433 -1.4070 8.6412
C -5.4245 4.7104 0.1810
H -7.3577 -4.1221 -3.1191
H -4.8967 2.5460 9.3871
H 4.6984 -6.8017 -3.8447
H 3.3926 -3.8828 -2.1132
H 0.1968 6.9178 -5.2271
H -1.0795 2.4135 6.7838
H 2.2928 3.7709 -5.3716
C 5.6674 -2.4263 6.1663
H 6.6378 -6.2442 -7.0245
C -6.6356 2.1402 5.1993
H -5.8613 3.8533 -0.3315
H 6.6274 -2.6473 6.6327
O 7.0204 -4.6820 -3.3941
H 7.7913 0.4616 3.7297
C 4.3488 -0.0759 3.4419
C 6.1618 -1.7901 3.8783
H 2.8892 -5.4233 -4.6831
C -3.1041 -2.5448 -4.5132
C -5.8533 2.2850 7.4232
H 5.2606 -7.7026 -5.2394
H -4.6845 5.6452 -1.6116
H -4.7534 -0.7063 -5.0134
H -6.5686 -4.4918 -1.5704
H -0.3880 3.4661 -2.1500
C -6.7974 -1.5044 -4.6178
C -6.9937 -1.3609 -3.0870
O -3.9942 -3.2310 -1.8774
H -0.3147 -1.7977 -0.8769
H 4.1722 -6.0465 -6.7491
C 3.7651 -0.8902 6.6604
O -1.8503 0.2860 -0.8980
O -3.9646 1.3231 4.3095
H 5.4202 0.3225 8.3422
H -2.6426 2.2864 8.6721
H -2.2696 -0.5212 -1.2050
H 0.3701 6.7074 -1.5455
H 0.6024 -0.2392 -1.1244
H 3.2934 -1.3696 5.8026
C -0.3784 3.5707 -5.3224
H 2.3871 -4.5867 -6.1145
H -7.9887 -3.5047 -1.7044
H -2.4697 -3.2581 -3.9871
C -1.0410 -0.0942 0.1904
C 1.6858 5.2971 -2.6186
N 0.6380 4.5327 -3.2939
C -4.9203 -4.0504 -4.8513
C 4.3307 -4.3891 -2.3406
C -4.5432 -2.7230 -4.2167
O 5.5725 1.2725 5.8121
C 5.7347 -0.3213 4.0617
C 6.9445 -5.6327 -6.1759
H -1.7348 -0.6079 0.8559
H -2.9554 -0.5490 5.9118
N -4.8511 -2.5624 -2.7631
H 6.9272 0.2267 2.2851
C -5.8063 0.1205 6.2155
C 5.7275 -5.4884 -5.2603
H 2.4508 6.7663 -5.1235
C 1.7541 4.7098 -5.5002
C 2.7592 5.7262 -5.0174
H -7.6161 2.0093 5.6571
H -5.7869 -2.5582 -0.1642
H -4.8110 1.0333 8.8375
C 5.4378 -2.3473 -3.2676
H -5.5137 -0.9029 -0.8022
C -6.2405 -2.3845 -2.2518
H -4.2636 -4.1391 -2.0337
C -1.8137 2.3109 5.9847
C 5.3040 -0.9591 6.5553
C -3.0276 1.5988 6.5199
H 3.5190 -0.6604 3.8394
H 5.6279 -1.8369 -4.2117
H 4.7831 -1.7093 -2.6739
H -5.9272 -4.3836 -4.5999
H -4.8932 -4.0889 -5.9403
H -6.7690 1.8582 7.8324
H 5.9739 -2.1091 2.8531
C 4.8479 -3.6911 -3.6123
C 2.1017 4.4810 -1.3560
H -5.5461 -0.4277 5.3101
C -2.7097 0.0874 6.7619
H 0.1105 2.6062 -5.1858
H -8.0539 -1.5602 -2.9314
H 3.6889 5.6516 -5.5816
H -3.7044 2.0362 3.7217
H -2.9466 -2.7222 -5.5771
C 6.7747 0.4705 3.3365
H 0.9826 7.2708 -3.0949
H 0.8355 -1.2734 0.2886
C 5.8798 -0.5779 7.9346
H -3.5500 4.0740 0.0627
H -0.5778 0.6984 0.7780
H -1.2991 6.0793 -5.6521
C 2.9250 5.4529 -3.4930
H -5.9801 3.3618 7.3116
H -0.4934 3.6367 -6.4043
H 3.0668 4.8721 -1.0340
H -6.5529 1.6348 4.2371
H -1.9234 3.2731 5.4846
H -1.7078 -0.1641 7.1100
C 0.0962 -0.8980 -0.4189
H -6.7722 -0.3445 -2.7613
C 5.4133 -2.8235 4.7377
H -6.5175 3.2151 5.0621
H 2.0099 7.2943 -1.7466
H -4.2698 -4.8361 -4.4671
H 5.8701 -3.8044 4.6069
H 4.3464 -2.9544 4.5570
H 6.3457 -7.1873 -3.8911
H -5.2732 -1.7954 -6.1355
O -4.1697 4.3663 0.7352
C -0.4497 6.0790 -4.9691
H 1.3720 4.4220 -0.5484
H -7.2372 -0.6417 -5.1182
C -3.3636 2.3630 7.8582
H -1.3190 3.3996 -4.7988
H -3.3373 3.4231 7.6061
C 4.4414 -5.1998 -6.1176
H 6.9344 -0.3524 7.7761
H -7.1425 -1.4369 -0.4560
H 2.2745 3.4371 -1.6178
H -6.1024 4.8071 1.0291
H 7.1680 -4.6599 -6.6138
H 5.0422 -3.1607 6.6742
H -2.7378 -1.5469 -4.2722
H 2.7456 -3.3134 -4.0870
C 5.5246 -6.9018 -4.5486
O -0.4745 4.3588 -2.4922
H 7.8001 -6.0893 -5.6784
H 1.5756 4.8078 -6.5711
C 1.2336 6.6856 -2.2103
H 3.6629 4.6633 -3.3506
H 3.7594 -2.6439 -5.3563
N 5.9815 -4.3905 -4.3004
H -4.7605 6.7112 -0.2384
H 4.6522 -4.4024 -6.8302
H 4.0396 0.9436 3.6728
H 5.0291 -4.4438 -1.5055
```

---

Repeat the first record exactly.
DFT (wB97M-V/def2-TZVPD) results for 2 unconnected molecules or ions with the total composition C15H12Cl2OS in a non-equilibrium geometry.

Highest occupied orbital energy   -6.454 eV
Net charge   0
LUMO energy   -3.11 eV
Spin multiplicity   1
Kohn-Sham gap   3.3 eV

```
31
C15H12Cl2OS | the OMol25 dataset | wB97M-V/def2-TZVPD
H 2.1508 -1.2407 5.9517
H -0.9981 -1.8027 1.1042
O -0.6449 1.1746 2.0910
H -0.7877 -1.6692 2.8530
H 3.6944 -0.8762 5.0437
Cl -2.4816 -1.9400 7.0176
C 5.4955 0.0943 4.5488
C 1.9428 1.3112 4.7842
H 3.4259 3.3017 4.0904
S 1.3006 -0.1759 1.1101
H -0.5364 1.9706 5.0109
H 6.0996 -0.7920 4.6545
C 4.0071 2.4021 4.2019
H -2.3904 0.6698 5.9504
C 3.3457 1.2163 4.6049
C 1.1644 -0.8270 5.8938
C -0.2347 0.0749 1.7647
C 0.1199 -1.5485 6.4116
C 0.9576 0.4615 5.3428
H -2.1330 -0.8416 2.0549
C -0.3610 0.9766 5.3862
C 6.1125 1.2792 4.1577
C 4.1431 0.0572 4.7701
H 0.2746 -2.5332 6.8219
C 5.3561 2.4328 3.9874
C -1.3953 0.2576 5.9139
H 1.5394 2.2545 4.4467
Cl 7.7995 1.3171 3.8525
C -1.1668 -1.0167 6.4200
H 5.8463 3.3446 3.6892
C -1.0848 -1.1275 1.9549
```

---

- What is the highest occupied orbital energy in the first record?
  -6.454 eV